1.
{
  "formula": "C25H25AuClGeN4O2",
  "method": "the ωB97M-V functional and the def2-TZVPD basis",
  "total_charge": 1,
  "gap_ev": [6.35, 5.00],
  "spin_multiplicity": 3,
  "e_homo_ev": [-10.18, -10.18],
  "lumo_ev": [-3.8, -5.2],
  "total_energy_ha": -4009.6576,
  "elements": ["Au", "O", "C", "O", "C", "C", "C", "N", "C", "C", "C", "C", "C", "C", "C", "N", "C", "C", "C", "C", "C", "N", "H", "H", "H", "H", "H", "H", "H", "H", "H", "H", "Cl", "C", "C", "C", "C", "N", "C", "H", "H", "H", "H", "C", "Ge", "C", "C", "C", "H", "H", "H", "H", "H", "H", "H", "H", "H", "H", "H"],
  "xyz": [[-0.3424, 0.6215, -0.2364], [1.3050, 0.4969, 6.4815], [2.1532, 0.6507, 5.5889], [3.3936, 0.6748, 5.5915], [1.5388, 0.7968, 4.1769], [0.1580, 0.8099, 4.0022], [-0.3676, 0.8945, 2.7314], [0.4497, 0.9855, 1.6725], [1.7857, 0.9880, 1.8055], [2.3567, 0.8980, 3.0551], [2.5334, 1.0944, 0.5253], [3.9064, 1.2862, 0.4714], [4.5291, 1.3698, -0.7603], [3.7721, 1.2633, -1.9197], [2.4114, 1.0778, -1.7979], [1.8105, 1.0036, -0.6062], [-1.8145, 0.8950, 2.3980], [-2.8064, 0.7732, 3.3595], [-4.1318, 0.7755, 2.9653], [-4.4455, 0.9126, 1.6207], [-3.4111, 1.0298, 0.7149], [-2.1313, 1.0220, 1.0954], [-0.4416, 0.7355, 4.9008], [3.4250, 0.8933, 3.2332], [4.4746, 1.3729, 1.3861], [5.5992, 1.5167, -0.8152], [4.2242, 1.3166, -2.8994], [1.7766, 0.9717, -2.6683], [-2.5404, 0.6746, 4.4018], [-4.9145, 0.6725, 3.7045], [-5.4696, 0.9318, 1.2772], [-3.6003, 1.1598, -0.3424], [-4.0481, -0.5128, -4.4609], [-2.8263, 0.5502, -3.8893], [-2.4208, 1.6487, -4.6283], [-1.4289, 2.4634, -4.1079], [-0.8760, 2.1544, -2.8797], [-1.2725, 1.0858, -2.1764], [-2.2284, 0.2942, -2.6682], [-2.8749, 1.8559, -5.5877], [-1.0870, 3.3348, -4.6476], [-0.1139, 2.7776, -2.4317], [-2.5112, -0.5701, -2.0823], [2.2705, -2.4755, -0.5149], [0.3932, -2.7246, -0.9566], [0.0384, -2.2998, -2.8268], [-0.1727, -4.5355, -0.5295], [-0.7304, -1.5855, 0.1988], [2.8563, -3.2973, -0.9272], [2.4132, -2.4714, 0.5668], [2.6609, -1.5474, -0.9254], [0.4623, -3.0713, -3.4696], [0.4844, -1.3442, -3.1100], [-1.0337, -2.2603, -3.0232], [0.4046, -5.2472, -1.1203], [-1.2298, -4.6732, -0.7541], [-0.0076, -4.7455, 0.5264], [-0.5014, -1.6799, 1.2607], [-1.8066, -1.6885, 0.0510]],
  "lowdin_spin": [0.735, 0.001, 0.001, 0.002, 0.007, 0.003, 0.017, 0.151, 0.016, 0.004, 0.011, 0.004, 0.002, 0.003, 0.011, 0.119, 0.014, 0.004, 0.003, 0.004, 0.013, 0.141, 0.001, 0.001, 0.001, 0.000, 0.001, 0.001, 0.001, 0.000, 0.001, 0.001, 0.001, 0.002, -0.001, 0.004, 0.009, 0.066, 0.005, 0.000, 0.001, 0.002, 0.001, -0.003, 0.050, -0.002, 0.044, 0.491, 0.000, 0.000, 0.000, 0.000, 0.000, 0.000, 0.006, 0.000, 0.000, 0.023, 0.028]
}

=====

2.
{
  "formula": "C25H25BN8O2Pb",
  "method": "the ωB97M-V functional and the def2-TZVPD basis",
  "total_charge": 2,
  "gap_ev": 4.34,
  "spin_multiplicity": 1,
  "e_homo_ev": -13.45,
  "lumo_ev": -9.1,
  "de_lowest_kj_mol": 658.05,
  "total_energy_ha": -1773.0667,
  "elements": ["C", "N", "N", "C", "C", "B", "N", "N", "C", "C", "C", "Pb", "N", "N", "C", "C", "C", "H", "H", "H", "H", "H", "H", "H", "H", "H", "H", "H", "C", "H", "H", "H", "O", "C", "N", "C", "C", "O", "N", "C", "C", "C", "C", "C", "C", "C", "C", "C", "C", "C", "C", "H", "H", "H", "H", "H", "H", "H", "H", "H", "H", "H"],
  "xyz": [[-0.2800, 2.9940, -0.5615], [-0.0875, 1.7279, -1.0056], [0.0752, 1.7557, -2.3639], [-0.0135, 3.0360, -2.7734], [-0.2388, 3.8597, -1.6636], [0.2334, 0.4800, -3.2628], [1.3932, -0.3892, -2.7148], [1.4932, -0.7071, -1.3974], [2.5871, -1.4787, -1.2319], [3.2066, -1.6668, -2.4822], [2.4168, -0.9551, -3.3898], [0.0110, 0.1742, -0.0977], [-1.0801, -0.3313, -3.3349], [-1.6909, -0.8332, -2.2250], [-2.8355, -1.4001, -2.6593], [-2.9647, -1.2646, -4.0710], [-1.8147, -0.5746, -4.4543], [-3.5034, -1.8780, -1.9597], [-1.4678, -0.2469, -5.4290], [-3.7632, -1.6227, -4.7068], [0.5194, 0.8725, -4.3667], [2.5080, -0.8089, -4.4596], [0.0856, 3.2677, -3.8256], [4.1079, -2.2319, -2.6943], [-0.3547, 4.9364, -1.6539], [2.8650, -1.8317, -0.2510], [-0.4254, 3.1767, 0.4892], [-0.8353, -1.5632, -0.3031], [-0.2378, -1.7353, 0.7247], [0.5636, -2.3340, 0.5267], [0.4257, -0.6366, 1.3197], [-0.8798, -1.7933, 1.4924], [-0.8148, 2.3367, 2.2069], [-1.8256, 1.7175, 1.8836], [-2.7597, 1.5683, 2.8929], [-2.8881, 0.1605, 2.9747], [-2.7896, -0.1244, 1.4360], [-3.0622, -1.2101, 0.9446], [-1.9330, 0.7949, 0.8569], [-1.5802, -0.3934, 3.7222], [-1.3132, -1.7728, 3.7998], [-0.1527, -2.2561, 4.4258], [0.7556, -1.3836, 5.0128], [0.4984, -0.0218, 5.0002], [-0.6552, 0.4618, 4.3752], [-4.1289, -0.1484, 3.8224], [-4.0249, -0.8339, 5.0589], [-5.1239, -1.0146, 5.8948], [-6.3586, -0.5049, 5.5222], [-6.4894, 0.1797, 4.3130], [-5.3849, 0.3598, 3.4676], [-2.7056, 2.1479, 3.7309], [-1.9983, -2.4895, 3.3501], [0.0521, -3.3246, 4.4501], [1.6593, -1.7544, 5.4911], [1.1959, 0.6684, 5.4733], [-0.7688, 1.5417, 4.4342], [-3.0941, -1.2302, 5.4550], [-5.0014, -1.5357, 6.8419], [-7.2067, -0.6344, 6.1863], [-7.4574, 0.5896, 4.0405], [-5.5074, 0.9252, 2.5461]],
  "lowdin_charge": [-0.020, -0.229, 0.028, 0.042, 0.055, -0.483, -0.009, -0.110, -0.069, 0.021, 0.019, 1.593, -0.070, 0.009, -0.089, -0.010, -0.036, 0.115, 0.135, 0.113, 0.139, 0.153, 0.157, 0.128, 0.134, 0.128, 0.101, 0.101, 0.050, 0.053, 0.152, -0.007, 0.027, -0.542, 0.140, -0.255, -0.382, 0.087, 0.066, -0.141, -0.082, -0.064, -0.072, -0.052, -0.015, -0.130, -0.022, -0.061, -0.063, -0.054, -0.023, 0.180, 0.134, 0.116, 0.117, 0.121, 0.112, 0.106, 0.116, 0.115, 0.112, 0.118]
}